DFT (wB97M-V/def2-TZVPD) results for a structure of composition C35H28BaCl2N6O6S3.

Structure (XYZ):
```
81
Properties=species:S:1:pos:R:3
Ba 12.7165 12.9715 12.7695
C 19.4657 20.5268 14.3518
O 20.8219 20.1163 14.0573
C 21.0272 18.8040 13.8785
C 21.1856 18.0016 15.0159
C 21.1407 16.6158 14.8404
C 20.8229 16.0561 13.6370
C 20.9624 16.8963 12.4253
C 21.1646 18.2322 12.6002
N 20.1469 14.8353 13.5447
N 19.4139 14.8039 12.4943
C 18.4742 13.8025 12.4727
C 18.5669 12.5689 13.1760
C 17.3565 12.0413 13.6523
C 16.1033 12.5091 13.1714
O 15.0234 12.2908 13.8158
C 16.1486 13.3056 11.9208
N 15.0653 13.3315 11.0580
C 15.1288 14.2043 10.0534
C 16.3127 14.8231 9.6237
C 17.3985 14.7977 10.4747
C 17.3646 14.0377 11.6895
H 19.4880 21.5997 14.5594
H 19.1041 20.0241 15.2690
H 18.8041 20.3418 13.4774
H 21.3358 18.4675 15.9837
H 21.2848 15.9676 15.6938
H 20.7669 16.3504 11.4938
H 21.3861 18.9628 11.8192
H 19.5495 12.1912 13.4592
H 17.2719 11.3732 14.4916
H 14.2047 14.3231 9.5006
H 16.4036 15.3416 8.6584
H 18.3404 15.2485 10.1741
Cl 11.3864 15.0131 11.2751
C 10.3879 14.1050 10.0521
C 9.8212 14.9782 9.1339
C 9.1699 14.4434 8.0341
C 9.2219 13.0897 7.7811
C 9.8023 12.1782 8.6924
Cl 10.0403 10.5001 8.3241
C 10.2821 12.6781 9.9698
S 10.5121 11.5492 11.2974
H 9.9374 16.0290 9.3310
H 8.7421 15.1161 7.3067
H 8.9143 12.7592 6.7922
C 9.1822 15.5287 20.0306
C 9.7167 15.5430 18.6190
C 9.0809 15.0001 17.5183
C 9.4721 15.4350 16.2372
C 10.6741 16.1100 15.9928
C 11.3673 16.6703 17.1105
C 10.8962 16.4038 18.4260
S 11.4668 15.7618 14.3492
O 11.2259 14.2765 14.1794
O 12.8261 16.2629 14.4009
N 10.4716 16.5528 13.4673
C 9.4699 16.7723 12.7359
C 3.2389 11.9597 14.2382
O 3.4080 10.9078 14.7813
O 3.3548 12.9542 13.6561
H 8.3974 14.7567 20.0264
H 8.7190 16.5082 20.2780
H 9.9434 15.2574 20.7723
H 8.3146 14.1951 17.6400
H 8.8861 15.1753 15.3701
H 12.2405 17.2628 16.9565
H 11.4033 16.7894 19.3101
H 9.0079 17.7767 12.7496
H 9.0141 16.0115 12.1235
S 10.6917 8.5576 16.0982
C 10.4157 7.7629 14.6352
N 9.3269 8.1631 13.8686
C 9.1813 7.7673 12.5914
C 10.0596 6.8932 12.0602
C 11.1173 6.5065 12.8579
N 11.2685 6.8659 14.1378
H 8.6367 8.6996 14.3613
H 8.3337 8.1195 12.0585
H 10.0302 6.6036 11.0277
H 11.9202 5.8437 12.4777
```

Properties
Net charge = -2
Kohn-Sham gap (alpha / beta) = 1.56 / 1.56 eV
LUMO (alpha / beta) = 3.21 / 3.21 eV
Relative energy (zero: lowest compared OMol25 entry of this formula, charge and spin) = 171.93 kcal per mole
Molar mass = 933.08 g/mol
Electronic energy = -116214.0328 eV

Mulliken population analysis, charges in e, atoms 1 to 4: 1.25, -0.67, -0.45, 0.09

=====

DFT (wB97M-V/def2-TZVPD) results for a structure of composition C35H28BrN4O3PRu.

Structure (XYZ):
```
73
Properties=species:S:1:pos:R:3
Ru 0.0203 -0.2327 0.9008
Br 4.9963 3.1789 -3.1866
C 4.0360 2.2028 -1.8878
C 4.5336 0.9718 -1.4401
C 3.8347 0.2325 -0.5183
C 2.5871 0.6718 -0.0346
O 1.9750 -0.0462 0.8822
C 2.1012 1.9188 -0.4938
C 0.9241 2.4859 0.0938
N -0.0090 1.7783 0.6412
C -0.8725 2.3968 1.5981
C -1.5746 3.5513 1.4118
C -2.3127 4.0990 2.4871
C -2.3120 3.5011 3.7147
C -1.5967 2.2958 3.9252
C -1.5338 1.6173 5.1660
C -0.8242 0.4550 5.2666
C -0.2055 -0.0739 4.1155
N -0.2526 0.5244 2.9489
C -0.9050 1.7241 2.8488
C 2.8553 2.6884 -1.3976
H 5.4790 0.6093 -1.8216
H 4.2210 -0.7085 -0.1499
H 0.8582 3.5700 0.1703
H -1.5594 4.0473 0.4497
H -2.8703 5.0118 2.3293
H -2.8611 3.9357 4.5400
H -2.0471 2.0308 6.0253
H -0.7484 -0.0810 6.2014
H 0.3099 -1.0257 4.1471
H 2.4813 3.6509 -1.7232
N -1.9663 -0.2628 -1.4030
P -0.3068 -0.6704 -1.3182
C -0.0947 -2.3473 -1.9238
C 0.8629 -3.1547 -1.3178
C 1.0758 -4.4443 -1.7837
C 0.3304 -4.9246 -2.8482
C -0.6221 -4.1183 -3.4625
C -0.8310 -2.8298 -3.0065
C 0.3593 0.3737 -2.6306
C 1.5101 -0.0432 -3.3002
C 2.0790 0.7652 -4.2706
C 1.4998 1.9869 -4.5857
C 0.3493 2.4008 -3.9292
C -0.2189 1.6012 -2.9478
C -2.7374 -0.4957 -0.2817
C -4.1168 -0.6930 -0.3642
C -4.8092 -0.9938 0.7856
C -4.1172 -1.1195 1.9917
C -2.7661 -0.8949 1.9914
N -2.0796 -0.5339 0.8882
H -2.4519 -0.3105 -2.2879
H 1.4278 -2.7789 -0.4761
H 1.8076 -5.0763 -1.2996
H 0.4869 -5.9346 -3.2030
H -1.1973 -4.4964 -4.2969
H -1.5640 -2.2027 -3.5027
H 1.9554 -1.0035 -3.0696
H 2.9754 0.4425 -4.7839
H 1.9466 2.6147 -5.3455
H -0.1100 3.3471 -4.1849
H -1.1138 1.9300 -2.4343
H -4.6121 -0.6365 -1.3235
H -5.8774 -1.1601 0.7454
H -4.6176 -1.4025 2.9053
H -2.1785 -1.0163 2.8866
C 2.1498 -2.4738 2.5442
C 0.8162 -3.0114 2.0632
O 0.5330 -4.1830 2.1948
O 0.0109 -2.1725 1.4529
H 2.5096 -3.1039 3.3536
H 2.1071 -1.4283 2.8452
H 2.8675 -2.5264 1.7232
```

Properties
2S+1 = 2
Net charge = +1
Kohn-Sham gap (alpha / beta) = 7.27 / 6.70 eV
LUMO (alpha / beta) = -3.40 / -4.01 eV
Relative energy (zero: lowest compared OMol25 entry of this formula, charge and spin) = 0.68 kcal per mole
Molar mass = 764.58 g/mol
Electronic energy = -130764.0082 eV

Mulliken population analysis, charges in e, atoms 1 to 4: 0.44, -0.12, -0.48, -0.49

=====

DFT (wB97M-V/def2-TZVPD) results for a structure of composition C35H28Cl6O6PbS3Si.

Structure (XYZ):
```
80
Properties=species:S:1:pos:R:3
Pb 0.3905 1.7217 1.6484
O 3.6200 3.5387 3.4845
Cl 3.1893 2.1833 3.4629
O 4.0495 1.3985 4.2804
O 1.8489 2.1024 3.9819
O 3.1995 1.6925 2.1269
Cl 1.9623 2.1603 -1.8369
C 1.3492 3.5696 -1.0717
C 1.2240 3.5509 0.3100
C 0.9563 4.7775 0.9074
Cl 0.7582 4.8421 2.6191
C 0.8530 5.9583 0.1784
Cl 0.6999 7.4809 0.9526
C 0.8115 5.8818 -1.2045
Cl 0.5007 7.3144 -2.1032
C 0.9956 4.6664 -1.8608
Cl 2.2004 4.8323 -4.2774
O -1.3744 2.0330 0.1827
C -2.0646 1.8000 -0.9669
C -3.5460 1.9494 -0.7160
C -4.5620 2.2693 -1.5610
C -5.8215 2.2482 -0.9236
C -5.7280 1.9182 0.3903
S -4.0944 1.6419 0.8780
C -1.8597 0.4000 -1.5291
C -2.8086 -0.5228 -1.8662
C -2.2609 -1.7426 -2.3147
C -0.9033 -1.7333 -2.2919
S -0.2699 -0.2433 -1.7279
C -1.6411 2.8954 -1.9671
C -0.8664 2.5476 -3.1332
C 0.1183 3.2272 -3.7347
C 0.7059 4.5379 -3.3221
S -2.0741 4.4485 -1.6834
H -4.4043 2.5203 -2.5952
H -6.7463 2.4662 -1.4300
H -6.5227 1.8216 1.1045
H -3.8694 -0.3534 -1.7983
H -2.8553 -2.5863 -2.6252
H -0.2287 -2.5208 -2.5662
H -1.1324 1.5861 -3.5585
H 0.5678 2.7985 -4.6192
H 0.0299 5.3497 -3.6138
C 1.7108 -4.0229 2.9824
C 1.7719 -2.5069 2.7953
C 0.9651 -1.8529 3.9158
C 3.2282 -2.0565 2.8869
Si 1.0506 -1.9136 1.1036
O 1.0231 -0.3579 0.9589
C -0.7233 -2.6345 0.9652
C -1.0105 -3.9646 0.6805
C -2.3105 -4.4224 0.5592
C -3.3703 -3.5484 0.7288
C -3.1108 -2.2210 1.0297
C -1.8051 -1.7776 1.1414
C 2.0945 -2.6356 -0.3307
C 2.7116 -1.7401 -1.1996
C 3.4392 -2.1748 -2.2927
C 3.5734 -3.5297 -2.5447
C 2.9897 -4.4379 -1.6793
C 2.2654 -3.9898 -0.5886
H 2.0749 -4.3090 3.9730
H 2.3336 -4.5236 2.2440
H 0.6864 -4.3783 2.8820
H 1.3286 -2.1686 4.8972
H -0.0874 -2.1277 3.8367
H 1.0431 -0.7702 3.8565
H 3.6680 -2.3276 3.8499
H 3.3050 -0.9789 2.7691
H 3.8171 -2.5240 2.0971
H -0.2016 -4.6620 0.5296
H -2.4974 -5.4651 0.3272
H -4.3895 -3.9005 0.6202
H -3.9277 -1.5256 1.1715
H -1.6128 -0.7369 1.3582
H 2.6097 -0.6862 -0.9980
H 3.9040 -1.4550 -2.9522
H 4.1297 -3.8800 -3.4052
H 3.0974 -5.5019 -1.8521
H 1.8274 -4.7204 0.0762
```

Properties
Net charge = -2
Kohn-Sham gap = 6.84 eV
LUMO = 3.84 eV
Molar mass = 1088.81 g/mol
Electronic energy = -169796.6647 eV

Mulliken population analysis, charges in e, atoms 1 to 4: 1.65, -0.70, 1.88, -0.75